# 1
Molecular formula: C33H52BN6OS5Sn
Method: DFT, ωB97M-V/def2-TZVPD

The value obtained for the orbital gap (alpha / beta) is 6.1 / 5.1 eV. The HOMO energy (alpha / beta) comes out at -9.48 / -9.58 eV.

ORCA input file:
```
! wB97M-V def2-TZVPD RIJCOSX def2/J DEFGRID3
* xyz 1 1
Sn -0.45360 0.14607 0.57241
C -2.76741 -1.17588 2.17974
C -2.52368 -0.24807 3.19613
C -3.16495 0.93742 2.82925
C -3.73833 0.79123 1.46708
C -3.51764 -0.47607 1.05987
C -3.99946 -1.15315 -0.17425
C -4.37699 1.91733 0.73705
C -3.41055 2.10982 3.68938
C -1.81897 -0.51780 4.48829
C -2.47037 -2.62383 2.26250
H -3.17176 -1.50261 -0.79513
H -4.60873 -0.48596 -0.78043
H -4.61001 -2.02830 0.06648
H -5.24196 2.30801 1.27865
H -4.70904 1.62398 -0.25724
H -3.67396 2.75121 0.62234
H -4.48844 2.23891 3.83724
H -3.04722 3.03156 3.22481
H -2.93992 2.00536 4.66473
H -2.51273 -0.69371 5.31412
H -1.18304 0.32179 4.77160
H -1.17906 -1.39715 4.41101
H -3.09626 -3.19901 1.58191
H -2.63301 -2.99429 3.27603
H -1.43225 -2.83967 2.00347
C 5.41382 -0.80399 2.59782
C 3.94931 -1.21118 2.44552
C 3.71454 -2.63228 2.96934
C 3.07399 -0.25943 3.25243
N 3.64256 -1.23211 0.96881
C 4.22915 -2.20178 0.17342
C 3.80021 -2.00706 -1.08633
N 2.95504 -0.92167 -1.08116
B 2.22178 -0.54490 -2.39550
N 1.78026 0.94436 -2.45536
C 2.73457 1.89399 -2.73842
C 2.13189 3.09637 -2.74719
N 0.79154 2.89476 -2.47680
C 0.59703 1.56990 -2.28444
S -0.89044 0.77276 -1.86999
C -0.13578 4.08962 -2.48419
C 0.38481 5.06110 -1.42206
C -0.06093 4.70295 -3.88415
C -1.58880 3.75533 -2.17953
N 1.07243 -1.53559 -2.71097
C 0.74492 -1.74732 -4.03293
C -0.23855 -2.65781 -4.07357
N -0.52731 -3.02322 -2.76738
C 0.27815 -2.30182 -1.93672
S 0.31160 -2.30990 -0.20221
C -1.55068 -4.10787 -2.54828
C -1.05731 -5.35594 -3.28310
C -2.86795 -3.60966 -3.14816
C -1.76354 -4.47555 -1.08836
C 2.87093 -0.45147 0.17406
S 1.96744 0.95773 0.61975
H 5.68885 -0.82896 3.65265
H 6.08029 -1.47863 2.05982
H 5.57086 0.20903 2.22454
H 3.76866 -2.62021 4.05733
H 2.72669 -2.99172 2.67654
H 4.46086 -3.34189 2.61417
H 3.36875 -0.38374 4.29579
H 3.21412 0.78081 2.97701
H 2.01390 -0.49631 3.16697
H 4.89950 -2.94117 0.56839
H 4.02328 -2.54437 -1.99149
H 3.02799 -0.68890 -3.27824
H 3.76356 1.62716 -2.90392
H 2.53837 4.07304 -2.92884
H 1.32584 5.52862 -1.71438
H -0.34901 5.85135 -1.26705
H 0.52673 4.54607 -0.47060
H 0.94943 5.00852 -4.15398
H -0.42076 3.99605 -4.63384
H -0.69582 5.58815 -3.91466
H -1.72349 3.39313 -1.16209
H -2.14434 4.68775 -2.28787
H -2.00494 3.02870 -2.87446
H 1.25321 -1.23194 -4.82880
H -0.75280 -3.08243 -4.91499
H -0.88047 -5.17709 -4.34250
H -0.13300 -5.72446 -2.83614
H -1.81445 -6.13583 -3.19944
H -2.83672 -3.57916 -4.23752
H -3.67430 -4.28350 -2.85751
H -3.10620 -2.61034 -2.78545
H -0.83996 -4.76570 -0.59448
H -2.21675 -3.67022 -0.51949
H -2.44047 -5.33183 -1.07974
C 2.18039 3.79431 3.53276
O 1.18562 3.01796 2.84271
C 0.15467 3.67028 2.31926
S -0.10413 5.29945 2.33034
S -1.06927 2.71458 1.52930
H 2.85716 3.06236 3.96485
H 1.71134 4.39740 4.30607
H 2.70152 4.43819 2.82755
*
```

# 2
Molecular formula: C4H8O3
Method: DFT, ωB97M-V/def2-TZVPD

The value obtained for the orbital gap is 11.0 eV. The HOMO energy comes out at -10.29 eV. As for the SMILES: C[C@@H](O)C=O.C=O.

ORCA input file:
```
! wB97M-V def2-TZVPD RIJCOSX def2/J DEFGRID3
* xyz 0 1
C -1.87884 0.69142 -0.85644
C -0.57551 0.24991 -0.19122
O -0.76760 -0.82783 0.69071
C 0.44468 -0.17382 -1.23486
O 0.77268 -1.33826 -1.33071
H -1.72210 1.57408 -1.48716
H -2.60344 0.94824 -0.07887
H -2.29764 -0.11580 -1.46564
H -0.16146 1.09370 0.37334
H -0.43994 -1.60646 0.20420
H 0.85193 0.59060 -1.91941
C 2.05124 -0.27701 1.44647
O 2.10597 0.72338 0.77101
H 2.22121 -1.28078 1.01541
H 1.83006 -0.23549 2.52780
*
```

# 3
Molecular formula: C47H39GeIrN2O2S
Method: DFT, ωB97M-V/def2-TZVPD

The value obtained for the orbital gap (alpha / beta) is 6.0 / 5.8 eV. The HOMO energy (alpha / beta) comes out at -8.98 / -10.97 eV.

ORCA input file:
```
! wB97M-V def2-TZVPD RIJCOSX def2/J DEFGRID3
* xyz 1 6
Ir 0.49344 -0.52657 -0.17352
C 7.00497 3.27149 -3.17358
C 6.11575 2.24853 -2.45133
C 6.54923 1.56218 -1.31029
C 5.67813 0.69715 -0.63318
C 4.38586 0.55074 -1.08088
C 3.92231 1.19673 -2.21420
C 4.81858 2.00443 -2.91259
S 3.33790 -0.60565 -0.35550
O 2.32620 -0.95055 -1.37485
O 4.04141 -1.71405 0.16138
N 2.35805 0.13423 0.69435
C 2.37867 -0.16497 2.04044
C 3.17813 0.55117 2.92735
C 3.28777 0.14711 4.28502
C 2.55313 -0.90324 4.77058
C 1.68923 -1.68310 3.88849
C 0.89482 -2.76965 4.19946
C 0.27284 -3.56788 3.20814
C 0.12323 -2.97255 1.92263
N 0.69499 -1.82103 1.63656
C 1.58235 -1.20857 2.54337
H 8.08523 3.05792 -3.23790
H 7.04616 4.19195 -2.60521
H 6.68737 3.45285 -4.22339
H 7.58681 1.68992 -0.99072
H 6.05697 0.17151 0.24844
H 2.85818 1.08569 -2.56898
H 4.47164 2.54416 -3.82183
H 3.64773 1.43096 2.61240
H 3.90719 0.77349 4.93806
H 2.69582 -1.29568 5.79564
H 0.80253 -3.12647 5.21173
H -0.16258 -4.53635 3.52120
H -0.48015 -3.43646 1.19018
C 0.68761 3.20303 -0.60873
Ge -0.58234 1.66446 -0.74900
C -0.85842 1.55382 -2.69093
C -2.02486 1.02702 -3.23966
C -2.07071 0.73240 -4.57920
C -0.88676 0.88689 -5.33030
C 0.25892 1.50985 -4.80937
C 0.27928 1.84707 -3.46981
C -2.00779 1.98455 0.64477
C -1.66728 2.90450 1.64243
C -2.47485 3.04787 2.77722
C -3.69507 2.43359 2.87657
C -4.03815 1.46075 1.92603
C -5.33219 0.79021 1.98505
C -5.70767 -0.04421 0.94286
C -4.85057 -0.37769 -0.04181
C -3.38831 -0.06769 0.00709
C -3.13584 1.15127 0.85393
H 0.25015 3.90288 -1.25942
H 1.70071 2.92206 -0.85032
H 0.69884 3.58188 0.37485
H -2.90906 0.81973 -2.59176
H -2.91656 0.31288 -5.08651
H -0.87182 0.63626 -6.39911
H 1.03235 1.78995 -5.49525
H 1.10076 2.41475 -3.09175
H -0.73037 3.48392 1.58998
H -2.19165 3.78170 3.52367
H -4.31927 2.58000 3.70769
H -6.09346 1.10015 2.72127
H -6.72379 -0.38017 0.88978
H -5.10221 -1.03823 -0.83957
H -3.08432 0.04679 -0.99666
C -2.35943 -1.60297 4.69421
C -3.01615 -2.59055 3.95331
C -3.00467 -2.51839 2.59178
C -2.35303 -1.46939 1.97224
C -1.60221 -0.57850 2.72202
C -1.63584 -0.60271 4.06257
C -2.42466 -1.37675 0.46061
C -1.25285 -1.55848 -0.41515
C -1.36246 -2.02578 -1.73549
C -0.26692 -2.47865 -2.49283
C -0.35169 -2.95984 -3.76933
C -1.60002 -3.10444 -4.38695
C -2.75500 -2.62742 -3.65098
C -2.57909 -2.05785 -2.38427
H -2.47407 -1.59296 5.78862
H -3.58859 -3.29086 4.46331
H -3.50927 -3.20009 1.89462
H -1.00138 0.11658 2.20707
H -1.08054 0.14124 4.68585
H -3.09832 -2.19063 0.18748
H 0.68041 -2.41111 -1.95602
H 0.46869 -3.26901 -4.42290
H -1.75403 -3.44356 -5.42174
H -3.75286 -2.76428 -4.02326
H -3.56126 -1.68528 -2.02628
*
```

# 4
Molecular formula: C28H16Cl3EuN9O3S
Method: DFT, ωB97M-V/def2-TZVPD

The value obtained for the orbital gap (alpha / beta) is 5.4 / 6.3 eV. The HOMO energy (alpha / beta) comes out at -1.40 / -2.33 eV.

ORCA input file:
```
! wB97M-V def2-TZVPD RIJCOSX def2/J DEFGRID3
* xyz -2 8
Eu 8.69464 11.14457 11.88607
Cl 14.04729 6.33430 12.44891
C 12.54882 6.98689 11.89202
C 11.78064 7.74490 12.75762
C 10.68822 8.45685 12.24597
N 9.86155 9.25145 13.04364
C 9.80288 8.98258 14.35500
O 10.39674 8.13628 15.01978
C 8.85913 9.88082 15.17692
C 8.41506 9.40345 16.40270
C 7.50709 10.17339 17.11252
C 7.09901 11.38702 16.55208
C 7.63262 11.78349 15.32028
N 8.46060 11.04473 14.62561
C 10.39060 8.43617 10.84354
C 11.14014 7.56354 10.03797
C 12.21016 6.86692 10.55537
Cl 13.18114 6.00920 9.46282
N 9.32067 9.25225 10.42932
C 9.05391 9.36684 9.12491
O 9.59429 8.74707 8.18982
C 8.03465 10.39256 8.72531
C 7.43654 10.32846 7.36925
C 6.89867 11.44889 6.91926
C 7.19405 13.80720 7.62248
C 7.03206 12.52823 9.16928
N 7.87107 11.41006 9.52409
H 12.07711 7.85753 13.75228
H 8.85156 8.49087 16.77084
H 7.09175 9.85077 18.04472
H 6.36291 11.99432 16.98397
H 7.32740 12.73972 14.87338
H 10.91512 7.49871 9.02492
H 7.56923 9.47817 6.70808
H 6.69369 11.61549 5.84765
H 7.19246 14.40748 6.73701
H 6.22859 12.63270 9.85914
N 4.91385 14.75399 13.75699
C 6.00061 15.56267 13.97140
N 7.07011 15.24278 14.60561
C 7.98801 16.26687 14.53455
C 9.32135 16.16521 14.94217
C 10.18454 17.26525 14.63043
C 9.73236 18.40385 13.97382
C 8.40144 18.50955 13.61120
C 7.56069 17.45376 13.87807
S 5.95916 17.21442 13.28444
H 5.15705 13.73504 13.73754
H 4.41072 15.00422 12.90049
H 9.73737 15.29228 15.40218
H 11.24496 17.20317 14.86788
H 10.34912 19.26862 13.79602
H 8.04550 19.31722 13.02388
O 8.68678 13.63292 11.26004
N 8.91295 14.77412 10.78915
C 8.44068 14.87216 9.57104
C 8.73958 16.13096 8.91730
N 8.89622 17.13129 8.35512
C 7.68418 13.89654 8.83749
N 6.55244 12.55058 7.69995
Cl 5.79818 11.81982 12.37203
*
```

Values of E_tot, in order: -3922.484384; -382.886763; -4653.388507; -4284.387305, all in a.u..
Values of energy above the lowest of the compared OMol25 structures with the same formula, charge and spin, in order: 0.980; 2.124; 0.600; 2.488, all in eV.